This record from OMol25 describes a 11-piece molecular cluster, C44H121N11O11 overall. The level of theory is the ωB97M-V functional and the def2-TZVPD basis.

```
187
Properties=species:S:1:pos:R:3:forces:R:3
C 3.3373 -1.0875 3.1986 0.2 -0.7 0.2
O 3.2066 -0.9688 4.5962 -0.1 0.6 0.1
C 2.3432 -1.9238 5.1503 -0.6 -0.6 0.1
C 2.2555 -1.7895 6.6632 0.2 0.1 1.0
C 1.7756 -0.4123 7.1371 0.1 -0.3 -0.2
N 3.5174 -2.1105 7.3643 0.2 0.4 -0.7
H 3.9054 -0.2589 2.7850 0.2 0.1 0.3
H 2.3845 -1.1178 2.6605 -0.2 -0.1 0.2
H 3.8791 -2.0234 3.0214 0.0 0.0 -0.5
H 1.3460 -1.8577 4.6925 -0.1 0.2 0.0
H 2.6699 -2.9570 4.9556 0.3 0.1 -0.3
H 1.5672 -2.5437 7.0552 -0.3 0.0 -0.4
H 2.2774 0.3748 6.5730 -0.1 0.1 0.0
H 2.0229 -0.2854 8.1895 0.0 -0.1 0.0
H 0.6944 -0.3262 7.0275 0.0 0.2 -0.2
H 3.8055 -3.0581 7.1399 0.0 0.0 0.0
H 4.2233 -1.5031 6.9510 0.2 -0.1 0.2
C 1.3394 -1.7274 -4.2072 0.4 0.3 -0.7
O 0.2857 -0.9090 -4.6487 -0.5 0.8 -0.4
C -0.8820 -1.5737 -5.1453 0.7 -0.2 1.5
C -0.6734 -2.1979 -6.5053 -1.3 -0.6 -0.8
C -0.6357 -1.1814 -7.6335 1.1 1.4 0.4
N -1.8109 -3.1390 -6.7292 0.5 0.3 0.3
H 1.8672 -2.2101 -5.0406 -0.3 -0.4 0.0
H 1.0109 -2.4690 -3.4745 0.1 0.0 0.1
H 2.1026 -1.0435 -3.8321 -0.2 -0.1 0.6
H -1.1414 -2.2859 -4.3515 -0.1 -0.6 -0.5
H -1.7309 -0.8853 -5.0933 0.3 0.4 -0.4
H 0.2702 -2.7453 -6.4904 -0.1 -0.2 0.0
H -1.5208 -0.5433 -7.7140 -0.3 -0.3 0.2
H -0.4207 -1.5512 -8.6354 0.0 -0.5 0.2
H 0.1699 -0.4745 -7.3868 0.0 0.0 -0.2
H -1.7345 -3.4940 -7.6766 0.0 -0.1 0.0
H -2.6271 -2.5313 -6.7471 -0.2 -0.3 0.0
C 5.7542 -1.3743 -2.6536 -0.3 0.4 0.1
O 5.9658 -0.3485 -1.6969 -0.1 -0.3 0.3
C 7.1757 -0.4749 -0.9728 0.6 -0.5 -0.2
C 7.2584 -1.7570 -0.1339 -1.0 0.0 1.7
C 6.0989 -1.7606 0.9021 -0.5 0.2 -0.4
N 8.5210 -1.8527 0.5962 0.5 0.0 -0.7
H 6.4797 -1.2749 -3.4641 0.1 -0.3 0.0
H 4.7530 -1.2412 -3.0648 0.0 0.2 0.0
H 5.7487 -2.3691 -2.2075 0.3 -0.1 -0.1
H 8.0544 -0.4555 -1.6303 -0.1 0.0 -0.2
H 7.2514 0.4054 -0.3306 -0.1 0.0 0.1
H 7.1149 -2.6232 -0.7766 0.5 -0.1 0.0
H 5.9012 -0.7115 1.1378 -0.5 -0.1 0.0
H 6.2784 -2.2278 1.8717 0.6 -0.3 -0.2
H 5.2106 -2.2696 0.5160 -0.2 0.5 -0.1
H 8.4864 -1.2953 1.4404 0.0 0.1 0.0
H 8.6539 -2.8086 0.8992 0.1 0.0 0.0
C -4.2868 3.3381 1.7383 0.1 0.4 0.9
O -4.4260 2.1692 2.5306 0.2 -0.4 -0.5
C -5.5012 1.3748 2.0288 -0.2 0.2 0.1
C -6.8332 1.8392 2.5935 -1.5 0.7 0.3
C -6.9958 1.4751 4.0782 0.7 0.7 -0.4
N -7.9661 1.3601 1.7849 0.5 -1.3 -0.1
H -5.1115 4.0054 2.0055 -0.2 0.1 -0.7
H -4.1937 3.1076 0.6758 -0.3 0.1 -0.1
H -3.3913 3.8935 2.0280 0.2 -0.4 0.2
H -5.4998 1.4078 0.9359 -0.2 0.0 0.0
H -5.3631 0.3324 2.3292 0.3 0.0 0.1
H -6.9682 2.9226 2.4890 0.7 0.1 0.2
H -7.9353 1.8741 4.4586 -0.1 -0.2 0.0
H -6.1837 1.9689 4.6191 0.0 -0.3 0.2
H -6.9321 0.3952 4.2202 -0.1 0.0 0.1
H -8.8468 1.6257 2.2112 0.1 0.3 0.1
H -7.9555 0.3436 1.8980 -0.2 0.0 -0.4
C 0.9993 1.5650 3.4601 0.1 0.1 0.7
O 0.4480 2.3107 4.5256 0.1 0.3 -0.1
C -0.9623 2.3227 4.4941 -0.1 -1.1 0.3
C -1.5065 3.0807 5.6887 0.1 0.9 0.3
C -1.1344 2.4676 7.0342 -0.1 -0.6 -0.3
N -2.9580 3.1634 5.5724 -0.3 -0.2 -0.2
H 0.8677 0.4911 3.6362 -0.4 -0.1 -0.2
H 2.0776 1.7151 3.4837 0.0 0.3 -0.1
H 0.5646 1.8994 2.5152 0.1 -0.2 -0.2
H -1.3414 2.6622 3.5211 0.0 0.4 0.1
H -1.3208 1.2842 4.5799 -0.1 0.0 0.0
H -1.0605 4.0860 5.7143 0.2 0.0 -0.3
H -1.4927 1.4372 7.1133 -0.2 0.0 -0.1
H -1.6045 3.0425 7.8321 0.2 0.0 0.1
H -0.0538 2.4219 7.1650 0.0 0.3 0.1
H -3.2367 3.5417 4.6739 0.0 -0.1 -0.1
H -3.3642 3.7730 6.2703 0.2 0.0 0.1
C -2.0765 -3.6017 -1.5496 -0.5 -0.3 -0.3
O -2.2055 -4.6878 -0.6492 0.3 0.4 0.2
C -3.1384 -4.4275 0.3902 0.3 -0.9 -0.4
C -3.4199 -5.7703 1.0570 -0.4 0.3 1.0
C -4.2405 -6.6496 0.1418 0.2 -0.2 -0.5
N -4.2054 -5.5169 2.2825 -0.1 -0.3 0.3
H -1.2029 -3.7551 -2.1829 0.1 -0.1 0.2
H -2.0245 -2.6232 -1.0704 0.1 -0.1 0.1
H -2.9524 -3.6059 -2.2087 0.0 0.2 -0.1
H -2.7390 -3.6852 1.0885 0.0 0.0 0.1
H -4.0859 -4.0672 -0.0227 0.0 0.2 0.0
H -2.5066 -6.2895 1.3670 0.3 0.2 -0.6
H -4.3799 -7.6625 0.5240 0.0 0.1 0.2
H -3.7215 -6.7405 -0.8144 -0.1 0.0 0.0
H -5.2208 -6.2073 -0.0397 0.0 0.0 0.1
H -3.6479 -5.0581 2.9980 0.1 0.2 -0.3
H -4.3824 -6.4285 2.6983 -0.3 0.1 -0.1
C 4.6146 2.1081 1.3342 0.6 0.0 0.4
O 5.0838 3.4199 1.5231 0.2 0.0 -0.5
C 5.7876 3.6264 2.7345 -0.1 0.2 -0.1
C 6.4830 4.9895 2.6564 -0.8 0.1 -0.2
C 7.5064 5.1537 1.5559 0.3 -0.3 -0.5
N 7.0347 5.4194 3.9369 0.0 -0.2 -0.3
H 4.1326 2.0403 0.3644 -0.1 0.1 0.0
H 3.9251 1.7913 2.1237 -0.1 0.2 0.0
H 5.4717 1.4234 1.3629 -0.1 -0.2 -0.1
H 5.0235 3.6840 3.5204 0.3 -0.1 0.3
H 6.4945 2.8183 2.9673 0.0 -0.1 -0.2
H 5.6282 5.6126 2.3646 0.2 0.5 0.3
H 8.0309 6.1045 1.6443 -0.1 0.1 0.1
H 7.0231 5.1393 0.5815 0.0 0.1 0.0
H 8.2722 4.3711 1.5126 -0.1 -0.1 0.3
H 7.9003 4.9098 4.0804 0.0 0.1 0.3
H 6.3980 5.2015 4.6946 0.1 0.0 0.1
C 2.9910 2.2152 -2.6962 -1.4 0.8 -0.2
O 4.0622 3.0731 -3.0137 0.2 -0.8 0.7
C 5.2846 2.6376 -2.4021 0.3 0.1 -1.5
C 6.2545 3.7985 -2.4665 -0.3 1.5 0.2
C 7.5847 3.5413 -1.7913 0.7 -0.4 -0.7
N 5.6769 5.0258 -1.8394 -0.1 -1.0 0.6
H 3.0108 1.1432 -2.9240 1.0 0.0 0.0
H 2.1538 2.5535 -3.3141 -0.1 0.2 0.1
H 2.6924 2.3496 -1.6523 0.0 -0.2 0.1
H 5.2065 2.2705 -1.3761 -0.4 0.1 0.0
H 5.6104 1.8152 -3.0459 0.4 -0.2 0.4
H 6.4050 4.1378 -3.4959 0.2 -0.6 -0.2
H 8.1839 4.4518 -1.8014 -0.2 0.1 0.1
H 8.1723 2.8170 -2.3644 -0.1 -0.2 0.1
H 7.5230 3.1770 -0.7642 -0.3 0.1 0.0
H 4.7152 5.1024 -2.1636 0.1 0.1 -0.1
H 5.5773 4.7413 -0.8608 -0.1 0.5 0.1
C -7.7850 -5.8095 -1.9490 -1.0 -0.2 0.4
O -7.7824 -4.4002 -2.0488 0.6 -0.4 -0.4
C -6.6282 -3.8678 -1.4392 0.9 0.3 0.1
C -6.4549 -2.3970 -1.8611 -0.2 0.1 1.0
C -5.2232 -1.7001 -1.2915 0.3 0.0 -0.4
N -7.6301 -1.6150 -1.4506 -0.4 -0.4 -0.5
H -8.0457 -6.1190 -0.9287 0.3 0.0 0.1
H -6.8453 -6.2800 -2.2421 0.1 0.2 -0.1
H -8.6041 -6.2017 -2.5521 0.1 0.2 -0.3
H -6.6903 -4.0038 -0.3476 -0.2 0.4 0.1
H -5.7195 -4.4364 -1.6874 -0.1 -0.1 -0.5
H -6.3234 -2.3574 -2.9442 -0.5 -0.1 -0.1
H -5.2384 -0.6459 -1.5711 -0.3 0.0 0.0
H -4.3222 -2.0810 -1.7704 0.1 -0.2 0.4
H -5.1428 -1.7207 -0.2024 0.0 -0.3 0.0
H -7.7310 -1.7122 -0.4426 0.2 0.2 0.0
H -8.4442 -2.1166 -1.8036 0.0 0.2 -0.1
C 2.5463 -0.3589 -0.1628 0.4 1.3 -0.7
O 1.3265 0.0497 -0.7502 0.0 -0.8 0.3
C 0.1765 -0.2753 0.0198 -0.2 0.5 -0.4
C -0.9839 0.3742 -0.7171 -0.7 0.3 -0.1
C -2.2148 0.6179 0.1393 -0.2 -0.1 0.7
N -1.3611 -0.3692 -1.9252 0.3 0.0 -0.1
H 3.2951 -0.0058 -0.8757 0.2 -0.4 0.0
H 2.6839 -1.4273 0.0162 -0.4 -0.1 0.0
H 2.7305 0.2456 0.7299 -0.1 -0.4 0.4
H 0.0466 -1.3594 0.1185 0.0 -0.1 -0.2
H 0.2523 0.1332 1.0329 0.1 0.1 0.0
H -0.6702 1.3768 -1.0367 0.5 0.0 0.3
H -3.0503 1.0452 -0.4188 0.2 0.1 -0.3
H -1.9668 1.3133 0.9468 -0.1 0.0 0.0
H -2.6386 -0.2749 0.6093 0.3 -0.2 -0.1
H -0.5204 -0.7366 -2.3655 0.0 0.1 0.0
H -1.6746 0.3435 -2.5762 -0.3 -0.2 -0.2
C -1.1556 2.3990 -4.1033 0.8 1.1 -0.5
O -2.5558 2.2662 -4.1134 0.1 -0.4 0.8
C -3.1087 2.0451 -5.3882 0.6 -0.9 -0.2
C -4.5328 1.5044 -5.2497 -0.7 0.2 -0.1
C -4.6675 0.2619 -4.3668 0.7 0.2 -0.1
N -5.1176 1.1255 -6.5482 0.9 0.1 -0.4
H -0.5991 1.5725 -4.5560 -0.3 -0.2 -0.3
H -0.6984 2.5411 -3.1215 -0.8 -0.3 0.4
H -0.8908 3.3431 -4.5973 0.1 -0.2 -0.4
H -3.0389 2.9442 -6.0147 -0.4 0.2 0.1
H -2.4961 1.3038 -5.9313 0.0 -0.2 0.1
H -5.1222 2.3279 -4.8364 -0.2 -0.1 0.1
H -4.0904 -0.5521 -4.8236 0.3 0.0 0.1
H -5.6779 -0.1393 -4.3153 -0.2 0.5 0.1
H -4.2693 0.4611 -3.3738 -0.1 -0.2 0.0
H -4.6244 0.2715 -6.8126 -0.3 -0.2 0.0
H -4.8035 1.7614 -7.2820 -0.3 0.3 0.2
```
Positions in Å, forces in eV/Å.

Calculated values
SMILES: COC[C@H](C)N.COC[C@H](C)N.COC[C@H](C)N.COC[C@H](C)N.COC[C@H](C)N.COC[C@H](C)N.COC[C@H](C)N.COC[C@H](C)N.COC[C@H](C)N.COC[C@H](C)N.COC[C@H](C)N
E_LUMO, eV: 0.279
Energy relative to the best compared isomer or geometry (same formula, charge and spin), eV: 1.777
Spin multiplicity: 1
HOMO, eV: -9.14